(1)
Molecular formula: C24H33ClNO4P2Pb
Method: DFT, wB97M-V/def2-TZVPD

Geometry as ORCA input:
```
! RIJCOSX wB97M-V def2-TZVPD def2/J DEFGRID3
* xyz 1 1
C 4.170 -1.651 0.725
C 2.966 -1.180 0.104
N 1.834 -1.039 0.884
C 1.902 -1.133 2.201
C 3.115 -1.420 2.853
C 4.259 -1.718 2.099
C 2.976 -0.800 -1.262
P 1.658 0.016 -2.105
Pb -0.634 -0.298 -0.507
P -0.900 -1.282 2.222
C 0.650 -0.892 3.036
C -2.622 -0.353 -2.013
C -2.872 0.779 -2.760
C -4.112 0.896 -3.439
C -5.054 -0.138 -3.361
C -4.754 -1.294 -2.630
C -3.504 -1.409 -1.965
O 3.660 -4.991 -2.317
O -0.398 -3.948 -4.433
H 5.026 -1.876 0.070
H 3.106 -1.478 3.939
H 5.193 -2.019 2.601
C 2.315 1.722 -2.219
C 1.533 -0.529 -3.861
H 0.740 -1.481 3.961
H 0.637 0.186 3.298
H 3.440 -4.082 -2.584
H 3.967 -0.765 -1.747
C -2.110 -0.329 3.207
C -1.197 -3.013 2.777
H -2.141 1.589 -2.831
H -4.319 1.791 -4.031
H -6.009 -0.042 -3.880
H -5.480 -2.109 -2.580
H -3.265 -2.320 -1.412
H -1.826 -2.104 -0.009
H -1.228 -3.935 -3.952
H 0.211 -4.114 -3.721
H 3.108 -5.165 -1.548
H -1.872 -2.798 0.344
H 3.162 1.725 -2.922
H 1.528 2.394 -2.586
H 2.617 2.044 -1.214
H 2.537 -0.594 -4.322
H 1.031 -1.505 -3.959
H 0.911 0.216 -4.396
H -1.308 -3.043 3.874
H -2.112 -3.388 2.295
H -0.346 -3.632 2.453
H -2.204 -0.768 4.216
H -1.785 0.720 3.261
H -3.081 -0.372 2.688
Cl 0.358 7.421 3.788
C 0.064 5.972 2.920
C -1.224 5.632 2.478
C -1.446 4.435 1.784
C -0.388 3.566 1.489
C 0.893 3.918 1.931
C 1.123 5.099 2.632
C -0.593 2.279 0.730
O -1.748 1.759 0.585
O 0.479 1.721 0.290
H -2.032 6.325 2.698
H -2.457 4.194 1.466
H 1.725 3.254 1.708
H 2.126 5.354 2.960
*
```

Values from the calculation:
Kohn-Sham gap (alpha / beta) ... 0.249 / 0.197 Ha
HOMO (alpha / beta) ... -11.2538 / -10.1961 eV

=====

(2)
Molecular formula: C20H21N3O3S
Method: DFT, wB97M-V/def2-TZVPD

Geometry as ORCA input:
```
! RIJCOSX wB97M-V def2-TZVPD def2/J DEFGRID3
* xyz 0 1
C 2.703 3.175 -1.652
C 3.724 3.145 -0.546
O 4.278 4.145 -0.152
C 4.026 1.812 0.054
C 4.929 1.765 1.119
C 5.257 0.567 1.727
C 4.682 -0.612 1.277
C 3.791 -0.563 0.223
S 3.032 -2.059 -0.404
O 3.342 -2.193 -1.796
O 3.346 -3.153 0.473
N 1.414 -1.625 -0.291
C 0.525 -2.302 -1.212
C -0.816 -1.579 -1.236
C -1.421 -1.548 0.175
C -2.694 -0.771 0.165
N -2.774 0.521 0.045
C -4.113 0.821 0.057
C -4.766 2.044 -0.037
C -6.145 2.038 0.004
C -6.871 0.854 0.135
C -6.244 -0.373 0.230
C -4.860 -0.373 0.189
N -3.921 -1.372 0.255
C -0.413 -0.904 1.134
C 0.924 -1.635 1.069
C 3.455 0.624 -0.395
H 2.567 4.200 -1.987
H 3.042 2.566 -2.487
H 1.754 2.781 -1.297
H 5.366 2.695 1.454
H 5.958 0.549 2.548
H 4.907 -1.569 1.722
H 0.382 -3.352 -0.913
H 1.008 -2.283 -2.190
H -1.492 -2.084 -1.929
H -0.676 -0.552 -1.574
H -1.629 -2.575 0.499
H -4.204 2.959 -0.138
H -6.682 2.972 -0.067
H -7.950 0.899 0.163
H -6.807 -1.289 0.332
H -4.102 -2.357 0.352
H -0.795 -0.929 2.155
H -0.281 0.137 0.841
H 0.817 -2.668 1.432
H 1.669 -1.134 1.690
H 2.758 0.585 -1.215
*
```

Values from the calculation:
Structure (SMILES) ... CC(=O)c1cccc(S(=O)(=O)N2CCC(c3nc4ccccc4[nH]3)CC2)c1
Kohn-Sham gap ... 0.315 Ha
HOMO ... -8.6100 eV

=====

(3)
Molecular formula: C39H30Cl3MnN5O5S
Method: DFT, wB97M-V/def2-TZVPD

Geometry as ORCA input:
```
! RIJCOSX wB97M-V def2-TZVPD def2/J DEFGRID3
* xyz -2 2
Mn 1.060 1.299 1.259
O -0.883 -3.747 1.992
C -2.140 -3.186 2.165
C -3.157 -4.083 2.444
C -4.463 -3.663 2.670
C -4.711 -2.292 2.632
C -3.702 -1.397 2.338
C -2.362 -1.793 2.058
C -1.388 -0.786 1.712
O 0.000 -1.060 1.554
N -1.786 0.477 1.608
N -0.920 1.409 1.464
C -1.422 2.702 1.245
C -0.523 3.721 1.177
C -0.879 5.099 0.902
C 0.081 6.055 0.850
C 1.449 5.719 1.076
C 1.729 4.394 1.332
N 0.829 3.417 1.396
H -0.228 -3.114 2.321
H -2.887 -5.133 2.492
H -5.244 -4.378 2.904
H -5.708 -1.913 2.836
H -3.913 -0.338 2.292
H -2.486 2.841 1.112
H -1.923 5.337 0.728
H -0.193 7.084 0.632
H 2.240 6.454 1.024
H 2.756 4.080 1.498
O 1.445 0.838 3.202
N 2.610 0.331 3.524
C 2.739 -0.145 4.777
C 3.915 -0.683 5.230
C 5.001 -0.737 4.351
C 4.855 -0.252 3.080
C 3.634 0.290 2.615
S 3.377 0.900 1.045
H 1.837 -0.062 5.364
H 3.973 -1.058 6.241
H 5.945 -1.162 4.669
H 5.670 -0.280 2.369
Cl 1.875 -3.078 2.801
C 2.401 -2.913 1.140
C 3.642 -3.474 0.851
C 4.171 -3.389 -0.423
C 3.453 -2.730 -1.410
C 2.226 -2.174 -1.101
C 1.654 -2.261 0.170
C 0.290 -1.629 0.285
H 4.186 -3.967 1.646
H 5.139 -3.826 -0.637
H 3.859 -2.624 -2.409
H 1.681 -1.621 -1.858
H -0.469 -2.366 0.023
H 0.260 -0.843 -0.468
Cl -4.146 1.199 -1.273
C -3.573 -0.337 -1.834
C -4.390 -1.439 -1.671
C -3.972 -2.676 -2.125
C -2.739 -2.806 -2.737
C -1.931 -1.693 -2.890
Cl -0.395 -1.932 -3.669
C -2.315 -0.419 -2.443
N -1.513 0.732 -2.556
C -1.049 1.180 -3.783
C -1.561 0.697 -4.992
C -1.049 1.118 -6.209
C -0.010 2.034 -6.246
C 0.452 2.560 -5.044
C -0.070 2.193 -3.810
C 0.374 2.973 -2.592
C 1.230 2.328 -1.487
O 2.324 2.821 -1.250
O 0.639 1.386 -0.824
H -5.342 -1.321 -1.173
H -4.595 -3.549 -1.975
H -2.381 -3.768 -3.076
H -0.856 0.897 -1.772
H -2.361 -0.033 -4.973
H -1.457 0.713 -7.128
H 0.419 2.353 -7.188
H 1.231 3.315 -5.056
H -0.506 3.353 -2.058
H 0.941 3.829 -2.953
*
```

Values from the calculation:
Kohn-Sham gap (alpha / beta) ... 0.135 / 0.137 Ha
HOMO (alpha / beta) ... 0.6128 / 0.5412 eV